The following is a quantum chemistry calculation of C3H11N3O2 as an isolated structure in a non-equilibrium geometry, from OMol25.

XYZ file:
```
19
Properties=species:S:1:pos:R:3:forces:R:3:mulliken_charge:R:1
C 1.7487 -0.3124 0.1776 -0.02 0.62 2.53 -0.44
C 0.3873 0.0633 1.6389 2.58 -0.86 -1.89 -0.60
C -0.9024 0.6600 1.4754 -2.29 0.21 -3.25 -0.83
O 1.9906 0.0176 -1.1384 -0.58 0.20 -0.77 -0.58
H 1.5216 -0.6404 -1.6795 0.10 0.32 0.18 0.42
H 2.4298 0.3086 0.7532 0.28 -0.31 -0.14 0.35
H 1.9377 -1.3714 0.3653 -0.24 0.08 0.09 0.31
H 0.3927 -0.9898 1.8947 -0.06 0.11 0.46 0.24
H 1.0803 0.6841 2.2041 -0.01 -0.37 0.06 0.43
H -0.9529 1.7424 1.5821 -0.01 -0.09 0.29 0.32
H -1.7211 0.1356 1.9636 -0.01 0.15 0.31 0.31
H -1.2697 0.4818 0.2346 0.52 0.65 3.82 0.28
N -0.7788 1.2047 -1.7508 -0.20 -0.40 0.88 -0.38
O -1.0035 -2.0396 -0.5862 0.27 0.40 -0.01 -0.45
N -0.4182 -0.9173 -1.1549 -2.43 1.37 -0.05 0.01
N -1.2609 0.0648 -1.1302 1.62 -2.22 -2.21 -0.25
H -1.9640 -1.8883 -0.5722 0.01 0.15 0.05 0.39
H 0.2260 1.2045 -1.8661 -0.06 0.16 -0.54 0.25
H -1.4432 1.5921 -2.4111 0.53 -0.17 0.18 0.22
```
Positions in Å, forces in eV/Å.

The value obtained for the HOMO energy is -8.129 eV. The total energy is -11847.8646 eV. As for the multiplicity: 1.